No. 1
{"formula": "C4H6N2O", "method": "the ωB97M-V functional and the def2-TZVPD basis", "elements": ["C", "C", "C", "C", "N", "N", "O", "H", "H", "H", "H", "H", "H"], "positions_angstrom": [[-1.49856, 0.11945, 0.52716], [-1.35012, -0.91081, -0.29853], [1.94171, 0.56507, 0.49742], [2.45312, -0.61782, 0.43438], [-1.96561, 1.30099, -0.04186], [-1.27382, -1.65090, -1.28606], [1.47632, 1.62003, 0.47063], [-1.64363, 0.15224, 1.61495], [2.73806, -1.13909, -0.49536], [-1.35314, 2.08385, 0.11845], [2.83883, -1.06577, 1.33121], [-1.97999, 1.26171, -0.99962], [-0.38317, -1.71894, -1.87277]], "mulliken_charge": [-0.4332, 0.4445, 0.7998, -0.9367, -0.5514, -0.5361, -0.3443, 0.3267, 0.2450, 0.2298, 0.2346, 0.2495, 0.2718], "total_charge": 0, "e_above_lowest_kcal_mol": 90.33, "smiles": "N=C=CN.C=C=O", "homo_lumo_gap_ha": 0.3093, "multiplicity": 1}

=====

No. 2
{"formula": "C25H29F3IrN5O5SSe2", "method": "the ωB97M-V functional and the def2-TZVPD basis", "elements": ["Ir", "C", "O", "C", "C", "C", "C", "C", "C", "N", "N", "C", "O", "C", "C", "C", "C", "C", "C", "C", "O", "H", "H", "H", "H", "H", "H", "H", "H", "H", "H", "H", "H", "C", "Se", "C", "C", "Se", "C", "H", "H", "H", "H", "H", "H", "H", "H", "H", "H", "C", "C", "C", "N", "N", "C", "N", "S", "H", "H", "H", "H", "H", "H", "H", "F", "C", "F", "F", "C", "O", "O"], "positions_angstrom": [[-0.50619, -0.29012, 0.21389], [-1.99604, 1.53200, 4.40926], [-0.98673, 2.40375, 3.90831], [0.24579, 1.87693, 3.66562], [1.32230, 2.49574, 4.27598], [2.62799, 2.06606, 4.06600], [2.85199, 0.99289, 3.23436], [1.78332, 0.37714, 2.57020], [2.10227, -0.69698, 1.66986], [1.36785, -1.17904, 0.72945], [2.02138, -2.13062, -0.02804], [1.24015, -2.65069, -0.93467], [-0.00779, -2.40223, -0.99496], [1.85233, -3.56649, -1.93149], [3.23772, -3.64458, -2.06023], [3.79935, -4.48284, -3.00817], [2.98407, -5.24887, -3.83106], [1.60471, -5.17505, -3.70439], [1.04037, -4.33305, -2.75968], [0.46264, 0.80954, 2.77055], [-0.56292, 0.22239, 2.14990], [-2.44994, 2.01696, 5.27224], [-1.58152, 0.57060, 4.71312], [-2.76094, 1.38434, 3.65062], [1.10511, 3.32658, 4.93537], [3.44951, 2.55890, 4.56660], [3.85524, 0.61986, 3.06869], [3.09567, -1.13029, 1.73539], [3.86413, -3.05132, -1.40864], [4.87522, -4.54032, -3.10693], [3.42458, -5.90213, -4.57259], [0.96830, -5.77179, -4.34407], [-0.03501, -4.26836, -2.66612], [-3.43070, 1.36867, -1.25510], [-2.53020, 1.24290, 0.45196], [-3.74771, 0.05585, 1.40304], [-3.86197, -1.29588, 0.75948], [-2.11964, -2.19778, 0.75080], [-2.59022, -3.16945, -0.86415], [-4.39532, 1.84271, -1.08921], [-3.52905, 0.39662, -1.72826], [-2.80417, 2.00245, -1.87775], [-4.70460, 0.56958, 1.49294], [-3.30693, -0.02515, 2.39492], [-4.17463, -1.22336, -0.28065], [-4.56378, -1.93854, 1.29017], [-3.46729, -3.75662, -0.59803], [-1.76271, -3.80473, -1.13889], [-2.80702, -2.45856, -1.65610], [-0.12276, 5.73750, 0.17720], [0.57331, 4.81108, 1.17541], [0.94068, 3.50159, 0.55759], [0.12633, 2.52580, 0.42387], [0.68322, 1.41656, -0.17637], [1.94324, 1.60538, -0.56208], [2.70313, 0.74242, -1.22241], [2.51835, 3.17396, -0.10950], [-0.43106, 6.65795, 0.67023], [-1.00879, 5.25651, -0.23630], [0.54013, 6.00088, -0.64753], [-0.07858, 4.59467, 2.02327], [1.47323, 5.28426, 1.57164], [2.23385, -0.01144, -1.71605], [3.59249, 1.04483, -1.58028], [-2.22282, -1.26732, -3.93713], [-1.19848, -0.40180, -4.04552], [-1.72960, 0.82346, -4.22282], [-0.50043, -0.71687, -5.12183], [-0.32505, -0.40214, -2.75776], [-1.08420, -0.29506, -1.72777], [0.87481, -0.47983, -2.84537]], "mulliken_charge": [2.0017, -0.6340, -0.4705, 0.1437, -0.1974, -0.8178, -0.9354, 0.9463, -0.4032, 0.6151, -1.3524, 0.0729, -0.4353, 0.8282, -0.3920, -0.8172, -0.3712, -0.9383, -0.0898, 0.3569, -0.6622, 0.3755, 0.3396, 0.0377, 0.4894, 0.4512, 0.4794, 0.4738, 0.4216, 0.4005, 0.4007, 0.4177, 0.2564, -0.9466, 0.4253, -0.8638, -0.8726, 0.2180, -0.7317, 0.4814, 0.1664, 0.3336, 0.6382, 0.1978, 0.3880, 0.5832, 0.5354, 0.0242, 0.2504, -1.1777, -0.3745, 0.2013, -0.6806, 0.8127, 0.0253, -0.1225, -0.1986, 0.3986, 0.2747, 0.3395, 0.0442, 0.4606, 0.0685, 0.2755, -0.2478, 0.5851, -0.2578, -0.2361, 0.1039, -0.3947, -0.7186], "total_charge": 1, "e_above_lowest_kcal_mol": 18.79, "homo_lumo_gap_ha": [0.2656, 0.2108], "multiplicity": 2}

=====

No. 3
{"formula": "C3H3N3O2", "method": "the ωB97M-V functional and the def2-TZVPD basis", "elements": ["C", "C", "C", "H", "H", "H", "N", "N", "N", "O", "O"], "positions_angstrom": [[1.47712, 0.79217, 0.25713], [-0.21168, -1.23444, 0.44993], [-1.04973, 1.20795, -0.31851], [2.32559, 1.46953, 0.39061], [0.37280, -1.72304, 1.35843], [-1.07058, 2.30596, -0.86675], [1.83692, -0.17898, -0.42030], [-1.38894, -0.83675, 0.47488], [-1.76937, 0.17148, -0.52019], [0.13792, 1.09583, 0.60852], [0.65304, -1.18792, -0.60281]], "mulliken_charge": [0.0541, 0.1547, 0.2200, 0.4033, 0.3656, 0.3188, -0.2124, -0.3067, -0.3405, -0.3911, -0.2657], "total_charge": 0, "e_above_lowest_kcal_mol": 169.48, "smiles": "c1nnconco1", "homo_lumo_gap_ha": 0.4002, "multiplicity": 1}

=====

No. 4
{"formula": "C3H7NO", "method": "the ωB97M-V functional and the def2-TZVPD basis", "elements": ["C", "N", "C", "O", "C", "H", "H", "H", "H", "H", "H", "H"], "positions_angstrom": [[1.23189, 1.37162, -0.34837], [1.57222, 0.07716, -0.87056], [1.04725, -0.93469, -1.24590], [0.64667, -1.97184, -1.63614], [-1.58785, -0.73485, 0.94442], [0.41250, 1.82521, -0.91504], [2.10589, 2.02263, -0.41585], [0.93595, 1.29433, 0.70275], [-1.22354, -1.29437, 0.07945], [-0.84322, -0.76885, 1.74422], [-2.51612, -1.19070, 1.29686], [-1.78164, 0.30434, 0.66417]], "mulliken_charge": [-0.6036, -0.3223, 0.6403, -0.4833, -0.9508, 0.2875, 0.2407, 0.2552, 0.1538, 0.2387, 0.3146, 0.2292], "total_charge": 0, "e_above_lowest_kcal_mol": 20.60, "smiles": "CN=C=O.C", "homo_lumo_gap_ha": 0.4098, "multiplicity": 1}

=====

No. 5
{"formula": "C12H12F5LiN2S", "method": "the ωB97M-V functional and the def2-TZVPD basis", "elements": ["Li", "F", "C", "C", "F", "C", "F", "C", "S", "C", "F", "C", "F", "C", "C", "N", "C", "C", "N", "C", "C", "H", "H", "H", "H", "H", "H", "H", "H", "H", "H", "H", "H"], "positions_angstrom": [[-0.21323, -0.59838, 0.08156], [2.34921, -5.94026, 2.32681], [1.44415, -5.12526, 1.78070], [1.72696, -3.78836, 1.58631], [2.91296, -3.28663, 1.94163], [0.76034, -2.98520, 1.01865], [1.09248, -1.65633, 0.84535], [-0.49909, -3.40469, 0.61535], [-1.68276, -2.33348, -0.09898], [-0.73627, -4.76457, 0.83311], [-1.91008, -5.29702, 0.48960], [0.20253, -5.60640, 1.39850], [-0.07934, -6.89703, 1.58262], [-1.54033, 1.65223, -0.92427], [-1.61501, 3.14873, -1.32329], [-0.33980, 3.81090, -1.05034], [0.71580, 3.15281, -1.81746], [0.81218, 1.65557, -1.42312], [-0.19490, 1.34631, -0.38606], [0.05312, 2.20724, 0.78957], [-0.03713, 3.69940, 0.37502], [-1.71852, 0.99351, -1.77554], [-2.27409, 1.39751, -0.15806], [-2.39701, 3.66517, -0.76535], [-1.84056, 3.26114, -2.38443], [1.65602, 3.67069, -1.62375], [0.49168, 3.26485, -2.87888], [1.79666, 1.40757, -1.02221], [0.62730, 1.00173, -2.27715], [1.03850, 1.95885, 1.18797], [-0.68605, 1.95651, 1.55238], [0.90267, 4.21793, 0.56907], [-0.81840, 4.21498, 0.93469]], "mulliken_charge": [0.7471, -0.3038, 0.7784, -0.4025, -0.2970, 0.6498, -0.3171, -0.0247, -0.7283, 0.3614, -0.3200, 0.0492, -0.2918, -0.4942, -0.7362, -0.1608, -0.6536, -0.5239, -0.1672, -0.5184, -0.6585, 0.3600, 0.3666, 0.3154, 0.3215, 0.3003, 0.3018, 0.3560, 0.3696, 0.3457, 0.3718, 0.3033, 0.3004], "total_charge": 0, "homo_lumo_gap_ha": 0.2807, "multiplicity": 1}

=====

No. 6
{"formula": "C12H15NO5S", "method": "the ωB97M-V functional and the def2-TZVPD basis", "elements": ["C", "C", "C", "N", "S", "O", "O", "C", "C", "C", "C", "C", "C", "H", "H", "O", "C", "C", "O", "O", "C", "H", "H", "H", "H", "H", "H", "H", "H", "H", "H", "H", "H", "H"], "positions_angstrom": [[1.16829, 3.99197, 2.08185], [0.83155, 3.47052, 0.91943], [1.64787, 2.45348, 0.17249], [2.54396, 1.72870, 1.04823], [1.89314, 0.57186, 2.06795], [3.01886, -0.18050, 2.53776], [1.03081, 1.20111, 3.01789], [0.89871, -0.45400, 0.98924], [1.50429, -1.44357, 0.23519], [0.74273, -2.19630, -0.63315], [-0.63014, -1.95679, -0.75544], [-1.22930, -0.96362, 0.01699], [-0.45591, -0.21395, 0.88786], [-0.89114, 0.55655, 1.50479], [-2.28735, -0.76322, -0.05082], [-1.28294, -2.75011, -1.64445], [-2.65558, -2.54699, -1.85626], [-3.00943, -1.18319, -2.44893], [-4.11777, -0.72047, -2.42962], [-1.95079, -0.59542, -2.99685], [-2.16886, 0.68108, -3.58470], [-1.26382, 0.91954, -4.13674], [-3.03285, 0.64799, -4.25068], [-2.34983, 1.42600, -2.80740], [-3.24380, -2.69359, -0.94090], [-2.95365, -3.31215, -2.58061], [1.17984, -2.97801, -1.23310], [2.56180, -1.61914, 0.35421], [3.35095, 1.33789, 0.58925], [2.25375, 2.96975, -0.58116], [0.97170, 1.76567, -0.36190], [-0.07295, 3.77505, 0.40915], [0.54675, 4.71843, 2.57524], [2.06253, 3.68393, 2.59266]], "mulliken_charge": [-0.7728, -0.1461, -0.3628, -0.4213, 1.3226, -0.7250, -0.6380, -0.2177, -0.5434, -0.9268, 0.5158, -0.0235, -0.4395, 0.5097, 0.4461, -0.4736, -0.4409, 0.6126, -0.5968, -0.2334, -0.7028, 0.2278, 0.3102, 0.3021, 0.3396, 0.3324, 0.4617, 0.4481, 0.3320, 0.4303, 0.2181, 0.3285, 0.2740, 0.2530], "total_charge": 0, "e_above_lowest_kcal_mol": 73.61, "smiles": "C=CCNS(=O)(=O)c1ccc(OCC(=O)OC)cc1", "homo_lumo_gap_ha": 0.3577, "multiplicity": 1}

=====

No. 7
{"formula": "C5H8O", "method": "the ωB97M-V functional and the def2-TZVPD basis", "elements": ["C", "C", "C", "C", "O", "C", "H", "H", "H", "H", "H", "H", "H", "H"], "positions_angstrom": [[1.32324, -0.00813, -0.97384], [2.06721, -0.10262, -2.06972], [-1.31352, -0.75261, 1.41629], [-1.77619, 0.28988, 0.43149], [-0.89615, 1.24800, 1.10460], [-0.55051, 0.20710, 1.94271], [0.95225, -0.89094, -0.45651], [1.04457, 0.94917, -0.53819], [2.44346, 0.77809, -2.58485], [2.33506, -1.06613, -2.49744], [-1.46672, 0.16564, -0.61075], [-2.81567, 0.62188, 0.49882], [0.16804, 0.35781, 2.74149], [-1.51506, -1.79714, 1.59592]], "mulliken_charge": [-0.4378, -0.4872, -0.4174, -0.1785, -0.3823, -0.1980, 0.1889, 0.2377, 0.2409, 0.2424, 0.2453, 0.2551, 0.3698, 0.3211], "total_charge": 0, "e_above_lowest_kcal_mol": 74.89, "homo_lumo_gap_ha": 0.3739, "multiplicity": 1}

=====

No. 8
{"formula": "C7H10N2OS", "method": "the ωB97M-V functional and the def2-TZVPD basis", "elements": ["C", "C", "C", "C", "C", "C", "C", "N", "N", "O", "S", "H", "H", "H", "H", "H", "H", "H", "H", "H", "H"], "positions_angstrom": [[-1.76115, -0.98140, 0.93193], [-0.92120, -1.63355, 0.15011], [0.61288, 0.48958, 0.95136], [-0.04506, -2.23924, -0.85044], [1.23311, -1.41769, -1.03874], [1.12306, -0.02062, -1.44701], [-0.88241, 2.35241, 1.64144], [-1.65725, 0.26228, 1.46589], [-0.51447, 1.01528, 1.28741], [1.40493, 2.47044, -0.85906], [1.76197, 1.20997, -0.20988], [-2.82284, -1.26898, 0.93741], [0.29389, -3.25184, -0.74020], [-0.51192, -2.41940, -1.81147], [1.73152, -1.37396, -0.06624], [1.83329, -2.09281, -1.61360], [1.76512, 0.24366, -2.33428], [0.20628, 0.55566, -1.69619], [0.08766, 2.86004, 1.39151], [-1.79181, 2.79164, 1.18754], [-1.14558, 2.44854, 2.72251]], "mulliken_charge": [-0.0311, -0.0670, -0.3176, -0.3593, -0.7049, -0.7673, -0.6921, -0.9911, 0.7811, -0.5811, 0.3593, 0.3133, 0.3565, 0.2942, 0.3778, 0.4510, 0.3547, 0.4057, 0.2759, 0.2565, 0.2856], "total_charge": 0, "e_above_lowest_kcal_mol": 202.51, "homo_lumo_gap_ha": [0.2368, 0.2523], "multiplicity": 1}

=====

| no. | DFT total energy (a.u.) |
| --- | --- |
| 1 | -340.65096 |
| 2 | -7224.80518 |
| 3 | -430.65089 |
| 4 | -248.49367 |
| 5 | -1479.04239 |
| 6 | -1295.36671 |
| 7 | -270.43855 |
| 8 | -855.34957 |